No. 1
Computed, not measured: C4H9NO in the gas phase, with ωB97M-V/def2-TZVPD.

As for the energy above the lowest of the compared OMol25 structures with the same formula, charge and spin: 101.80 kcal per mole. As for the HOMO-LUMO gap: 8.784 eV.

Positions of all 15 atoms, in Å:
1 C -0.91 -1.63 -1.41
2 C 0.23 -0.78 -0.86
3 C -0.12 -0.13 0.47
4 O -1.17 -0.27 1.04
5 N 0.89 0.70 1.00
6 C 0.47 2.25 1.82
7 H -1.80 -1.02 -1.59
8 H -0.61 -2.09 -2.35
9 H -1.18 -2.41 -0.70
10 H 1.14 -1.38 -0.71
11 H 0.50 0.02 -1.57
12 H 1.77 0.76 0.49
13 H 0.82 2.95 1.05
14 H -0.62 2.16 1.71
15 H 1.01 0.84 2.06

---

No. 2
Computed, not measured: a molecular structure, ClFO4Sr, with ωB97M-V/def2-TZVPD.

As for the energy above the lowest of the compared OMol25 structures with the same formula, charge and spin: 188.36 kcal per mole. As for the HOMO-LUMO gap: 1.864 eV.

Positions of all 7 atoms, in Å:
1 Sr 0.72 -0.12 5.53
2 F 3.45 0.80 2.60
3 Cl -0.88 -0.13 -1.56
4 O -0.56 0.36 -2.82
5 O 0.39 -0.42 -1.12
6 O -1.57 0.87 -0.86
7 O -1.55 -1.36 -1.77

---

No. 3
Computed, not measured: C26H32FN3O6S in the gas phase, with ωB97M-V/def2-TZVPD.

Its SMILES is O=C(COC(=O)c1cc(S(=O)(=O)N2CCCCC2)ccc1N1CCOCC1)NCCc1ccc(F)cc1. As for the energy above the lowest of the compared OMol25 structures with the same formula, charge and spin: 0.26 kcal per mole. As for the HOMO-LUMO gap: 8.511 eV.

Positions of all 69 atoms, in Å:
1 O 4.24 -2.52 1.64
2 C 4.10 -1.36 1.31
3 C 3.61 -0.28 2.30
4 O 2.19 -0.20 2.27
5 C 1.64 0.41 1.22
6 O 2.32 0.96 0.36
7 C 0.17 0.44 1.21
8 C -0.37 1.47 0.43
9 C -1.72 1.70 0.39
10 S -2.35 2.96 -0.70
11 O -1.45 4.08 -0.68
12 O -3.73 3.19 -0.39
13 N -2.14 2.18 -2.18
14 C -1.80 3.04 -3.29
15 C -3.03 3.76 -3.85
16 C -4.09 2.73 -4.25
17 C -4.44 1.86 -3.04
18 C -3.17 1.21 -2.48
19 C -2.58 0.92 1.16
20 C -2.07 -0.10 1.93
21 C -0.70 -0.41 1.95
22 N -0.23 -1.48 2.68
23 C -1.05 -2.04 3.73
24 C -0.12 -2.73 4.74
25 O 0.65 -3.73 4.14
26 C 1.45 -3.18 3.11
27 C 0.58 -2.51 2.06
28 N 4.35 -0.89 0.08
29 C 4.70 -1.76 -1.02
30 C 3.89 -1.44 -2.27
31 C 2.40 -1.46 -2.03
32 C 1.64 -0.32 -2.23
33 C 0.27 -0.32 -2.00
34 C -0.32 -1.49 -1.55
35 F -1.65 -1.50 -1.30
36 C 0.41 -2.64 -1.35
37 C 1.78 -2.62 -1.59
38 H 3.87 -0.58 3.32
39 H 4.05 0.69 2.06
40 H 0.29 2.11 -0.12
41 H -1.07 3.76 -2.92
42 H -1.34 2.42 -4.07
43 H -3.43 4.41 -3.07
44 H -2.75 4.37 -4.70
45 H -4.98 3.23 -4.62
46 H -3.70 2.10 -5.05
47 H -4.88 2.48 -2.26
48 H -5.15 1.08 -3.32
49 H -3.38 0.66 -1.56
50 H -2.76 0.50 -3.21
51 H -3.64 1.13 1.13
52 H -2.76 -0.72 2.48
53 H -1.59 -1.24 4.25
54 H -1.76 -2.78 3.34
55 H -0.70 -3.22 5.52
56 H 0.54 -1.97 5.20
57 H 2.02 -4.00 2.68
58 H 2.15 -2.45 3.53
59 H 1.18 -2.11 1.25
60 H -0.10 -3.28 1.63
61 H 4.07 0.05 -0.15
62 H 4.53 -2.79 -0.68
63 H 5.77 -1.65 -1.24
64 H 4.14 -2.17 -3.04
65 H 4.18 -0.45 -2.64
66 H 2.11 0.59 -2.57
67 H -0.33 0.56 -2.16
68 H -0.08 -3.54 -1.02
69 H 2.35 -3.52 -1.44

---

Number 3 is which compound? C26H32FN3O6S